No. 1
C36H48N9OSSr | ωB97M-V/def2-TZVPD

Each line ends with the Löwdin charge.
Positions of all 96 atoms, in Å:
Sr: 2.384 -0.606 0.443  1.356
C: -1.344 1.934 2.570  -0.004
C: -0.257 1.382 1.703  -0.260
N: 0.113 0.144 1.569  0.002
C: -0.693 -0.915 2.156  -0.199
C: -0.041 -2.271 1.831  -0.233
N: 0.309 -2.392 0.447  -0.171
C: 0.679 -3.608 -0.177  -0.227
C: 1.066 -3.458 -1.655  -0.175
N: 2.190 -2.495 -1.806  -0.101
C: 2.170 -1.710 -3.013  -0.238
C: 3.034 -0.422 -3.052  -0.174
N: 2.834 0.442 -1.870  -0.035
C: 3.037 1.718 -1.792  -0.256
C: 4.116 2.496 -2.621  -0.003
C: 2.152 2.497 -0.844  -0.226
C: 2.118 3.903 -0.874  0.039
C: 1.225 4.481 0.124  0.001
C: 0.413 3.705 0.958  0.005
C: 0.538 2.317 0.882  -0.197
N: 1.501 1.790 0.076  0.042
H: -1.678 1.164 3.235  0.064
H: -2.214 2.294 1.950  0.092
H: -0.999 2.734 3.232  0.096
H: -1.735 -0.913 1.781  0.130
H: -0.704 -0.789 3.245  0.125
H: -0.737 -3.070 2.121  0.124
H: 0.819 -2.361 2.545  0.128
H: -0.407 -1.922 -0.107  0.077
H: -0.106 -4.345 -0.039  0.118
H: 1.585 -4.022 0.335  0.137
H: 0.223 -3.013 -2.204  0.106
H: 1.280 -4.419 -2.179  0.136
H: 3.111 -2.976 -1.739  0.119
H: 1.128 -1.407 -3.225  0.114
H: 2.435 -2.250 -3.977  0.138
H: 2.646 0.152 -3.947  0.144
H: 4.092 -0.667 -3.117  0.111
H: 4.715 1.662 -3.000  0.072
H: 4.649 3.187 -1.904  0.106
H: 3.735 3.054 -3.479  0.084
H: 2.555 4.476 -1.679  0.111
H: 1.089 5.569 0.117  0.115
H: -0.388 4.090 1.585  0.114
C: 4.636 1.881 5.435  -0.015
N: 4.498 0.860 4.351  -0.134
C: 5.570 0.137 3.803  -0.050
C: 5.020 -0.666 2.844  -0.098
N: 3.598 -0.400 2.767  -0.058
C: 3.379 0.497 3.659  -0.229
H: 5.527 1.560 6.018  0.092
H: 3.739 1.810 6.092  0.094
H: 4.821 2.932 5.096  0.096
H: 6.610 0.216 4.156  0.130
H: 5.474 -1.416 2.188  0.077
H: 2.448 1.009 3.938  0.134
C: -6.999 -2.308 -2.801  -0.097
C: -5.877 -2.853 -1.922  -0.258
C: -5.670 -2.091 -0.630  -0.240
N: -5.402 -0.678 -0.754  0.029
C: -4.199 -0.255 -1.226  -0.795
S: -2.859 -1.220 -1.601  0.646
N: -4.130 1.106 -1.492  0.062
C: -4.456 1.970 -0.402  -0.357
O: -3.521 2.555 0.165  0.069
C: -5.883 2.251 -0.145  -0.150
C: -6.888 2.183 -1.153  -0.049
C: -8.110 2.770 -1.015  -0.070
C: -8.429 3.420 0.187  -0.046
C: -7.513 3.422 1.246  -0.049
C: -6.236 2.904 1.039  -0.012
H: -7.160 -2.901 -3.674  0.063
H: -6.731 -1.274 -3.133  0.076
H: -7.923 -2.210 -2.218  0.078
H: -4.922 -2.850 -2.442  0.064
H: -6.130 -3.875 -1.647  0.113
H: -4.825 -2.483 -0.054  0.101
H: -6.547 -2.190 0.028  0.130
H: -6.166 -0.052 -0.893  0.100
H: -3.223 1.339 -1.947  0.132
H: -6.632 1.710 -2.096  0.115
H: -8.789 2.729 -1.857  0.114
H: -9.385 3.974 0.244  0.122
H: -7.767 3.819 2.217  0.109
H: -5.461 3.011 1.776  0.113
C: 7.272 -2.738 -1.374  -0.122
C: 7.014 -1.352 -1.394  -0.099
C: 5.927 -0.856 -0.647  -0.203
C: 5.111 -1.763 -0.038  -0.295
C: 5.277 -3.095 -0.087  -0.219
C: 6.447 -3.601 -0.694  -0.115
H: 8.143 -3.146 -1.867  0.089
H: 7.702 -0.670 -1.907  0.090
H: 5.672 0.195 -0.646  0.058
H: 4.654 -3.834 0.428  0.074
H: 6.656 -4.644 -0.526  0.088

Summary:
charge	+1
DFT total energy	-65235.0697	eV
frontier orbital gap	4.6	eV
strongest force on any atom	5.222	eV Å⁻¹
relative energy (zero: lowest compared OMol25 entry of this formula, charge and spin)	0.975	eV

No. 2
C41H70F12NO15S8 | ωB97M-V/def2-TZVPD

Each line ends with the Löwdin charge.
Positions of all 147 atoms, in Å:
F: -7.988 0.685 -2.862  0.146
C: -7.692 -0.423 -2.129  -0.592
F: -7.611 -0.040 -0.821  0.153
F: -8.711 -1.346 -2.219  0.139
O: -6.503 -0.931 -2.630  0.039
C: -6.017 -2.022 -1.852  -0.110
C: -4.684 -2.585 -2.456  -0.125
C: -4.093 -2.122 -3.684  0.054
C: -2.816 -2.706 -4.150  0.050
C: -2.176 -3.736 -3.322  0.045
C: -2.872 -4.135 -2.105  -0.165
C: -2.243 -5.216 -1.152  -0.089
C: -1.225 -4.400 -0.215  -0.166
C: -1.814 -4.176 1.233  -0.184
C: -0.679 -3.846 2.272  -0.068
C: 0.152 -2.537 1.872  -0.382
F: 1.207 -2.982 1.107  0.096
F: -0.753 -1.750 1.152  0.068
C: 0.572 -1.840 3.223  -0.393
F: -0.562 -1.212 3.704  0.098
F: 0.929 -2.739 4.187  0.115
S: 1.924 -0.542 3.080  0.922
F: 1.604 -0.222 1.517  -0.146
F: 3.087 -1.621 2.743  -0.132
F: 2.249 -0.733 4.708  -0.174
F: 0.857 0.640 3.520  -0.166
F: 3.062 0.624 3.043  -0.145
N: -4.063 -3.581 -1.705  0.172
H: -5.774 -1.735 -0.786  0.155
H: -6.718 -2.895 -1.781  0.125
H: -4.576 -1.323 -4.292  0.130
H: -2.311 -2.416 -5.099  0.094
H: -1.203 -4.219 -3.586  0.139
H: -3.071 -5.674 -0.540  0.118
H: -1.723 -5.997 -1.759  0.127
H: -1.100 -3.371 -0.664  0.113
H: -0.228 -4.903 -0.230  0.125
H: -2.583 -3.362 1.277  0.115
H: -2.349 -5.124 1.538  0.122
H: 0.056 -4.699 2.271  0.145
H: -1.161 -3.717 3.276  0.134
H: -4.507 -3.904 -0.842  0.181
C: 4.417 0.187 6.859  -0.229
C: 5.356 0.128 5.662  -0.233
C: 6.692 0.741 6.090  -0.221
S: 6.820 0.469 7.857  0.676
O: 6.787 1.750 8.525  -0.329
O: 7.854 -0.503 8.119  -0.322
C: 5.226 -0.313 8.049  -0.228
H: 3.524 -0.417 6.700  0.096
H: 4.101 1.221 7.029  0.125
H: 5.507 -0.915 5.369  0.126
H: 4.943 0.653 4.801  0.082
H: 7.534 0.266 5.590  0.105
H: 6.714 1.816 5.912  0.107
H: 4.792 -0.042 9.011  0.108
H: 5.377 -1.392 7.997  0.109
C: -8.309 5.236 -4.508  -0.217
C: -8.491 4.369 -3.255  -0.207
C: -7.208 3.552 -3.081  -0.236
S: -5.892 4.512 -3.815  0.665
O: -5.389 3.780 -4.955  -0.335
O: -5.021 5.003 -2.777  -0.319
C: -6.919 5.854 -4.392  -0.227
H: -9.082 6.001 -4.587  0.119
H: -8.363 4.606 -5.401  0.120
H: -8.639 5.012 -2.383  0.121
H: -9.365 3.722 -3.336  0.116
H: -6.981 3.377 -2.030  0.107
H: -7.262 2.605 -3.612  0.080
H: -6.538 6.235 -5.337  0.110
H: -6.897 6.638 -3.634  0.112
C: 8.725 3.815 11.555  -0.220
C: 8.224 2.421 11.163  -0.226
C: 8.980 1.404 12.024  -0.217
S: 9.410 2.252 13.543  0.663
O: 10.846 2.370 13.614  -0.323
O: 8.630 1.710 14.630  -0.332
C: 8.734 3.840 13.079  -0.238
H: 8.091 4.603 11.145  0.115
H: 9.739 3.963 11.172  0.120
H: 7.152 2.350 11.366  0.118
H: 8.368 2.224 10.104  0.085
H: 8.364 0.537 12.258  0.103
H: 9.905 1.084 11.544  0.107
H: 9.347 4.639 13.493  0.106
H: 7.720 3.899 13.477  0.106
C: 6.602 3.234 -0.155  -0.216
C: 6.089 1.839 -0.529  -0.228
C: 6.857 0.824 0.323  -0.209
S: 7.315 1.681 1.829  0.676
O: 8.751 1.796 1.878  -0.307
O: 6.549 1.145 2.931  -0.328
C: 6.636 3.267 1.368  -0.231
H: 5.964 4.022 -0.558  0.115
H: 7.609 3.377 -0.556  0.123
H: 5.019 1.773 -0.307  0.103
H: 6.215 1.634 -1.592  0.098
H: 6.242 -0.040 0.573  0.103
H: 7.771 0.497 -0.172  0.112
H: 7.258 4.066 1.768  0.110
H: 5.628 3.331 1.782  0.106
C: -2.355 3.001 -7.001  -0.212
C: -2.255 2.308 -8.364  -0.206
C: -1.332 1.095 -8.197  -0.213
S: -1.484 0.585 -6.485  0.700
O: -0.215 0.790 -5.827  -0.323
O: -2.185 -0.682 -6.421  -0.349
C: -2.597 1.889 -5.992  -0.235
H: -3.154 3.742 -6.980  0.115
H: -1.414 3.513 -6.777  0.124
H: -3.248 1.973 -8.676  0.120
H: -1.881 2.984 -9.134  0.119
H: -1.626 0.271 -8.846  0.106
H: -0.289 1.356 -8.379  0.109
H: -2.385 2.185 -4.966  0.113
H: -3.615 1.502 -6.069  0.105
C: -9.145 -4.614 -5.937  -0.212
C: -9.888 -4.837 -4.616  -0.207
C: -8.986 -5.695 -3.722  -0.213
S: -7.303 -5.342 -4.224  0.685
O: -6.732 -6.535 -4.792  -0.299
O: -6.635 -4.596 -3.174  -0.352
C: -7.723 -4.224 -5.551  -0.227
H: -9.621 -3.844 -6.543  0.121
H: -9.134 -5.542 -6.516  0.125
H: -10.073 -3.873 -4.135  0.115
H: -10.855 -5.316 -4.772  0.121
H: -9.108 -5.445 -2.668  0.104
H: -9.166 -6.759 -3.874  0.111
H: -7.010 -4.334 -6.367  0.113
H: -7.688 -3.207 -5.155  0.104
C: 2.623 1.743 -3.200  -0.212
C: 2.504 1.157 -4.611  -0.221
C: 3.551 0.045 -4.734  -0.211
S: 3.804 -0.592 -3.078  0.671
O: 5.156 -0.290 -2.671  -0.320
O: 3.255 -1.924 -2.989  -0.331
C: 2.697 0.547 -2.259  -0.231
H: 1.779 2.391 -2.959  0.117
H: 3.538 2.338 -3.123  0.116
H: 1.503 0.738 -4.748  0.070
H: 2.647 1.919 -5.378  0.120
H: 3.208 -0.761 -5.381  0.104
H: 4.504 0.431 -5.096  0.106
H: 3.087 0.798 -1.273  0.089
H: 1.726 0.058 -2.166  0.106

Summary:
charge	+1
DFT total energy	-195136.3359	eV
frontier orbital gap	6.7	eV
strongest force on any atom	4.147	eV Å⁻¹

No. 3
C2H4OS | ωB97M-V/def2-TZVPD

Each line ends with the natural charge from an NBO analysis.
Positions of all 8 atoms, in Å:
S: -2.143 0.003 -0.086  -0.012
C: -0.566 0.695 0.496  -0.045
C: 0.732 0.461 -0.337  -0.132
O: 0.085 1.706 -0.163  -0.492
H: -1.669 0.406 -1.212  0.118
H: -0.488 0.788 1.559  0.195
H: 1.711 0.355 0.208  0.178
H: 0.815 0.080 -1.355  0.190

Summary:
DFT total energy	-15019.4579	eV
frontier orbital gap	10.2	eV
strongest force on any atom	2.566	eV Å⁻¹
relative energy (zero: lowest compared OMol25 entry of this formula, charge and spin)	2.008	eV
SMILES	S[C@H]1CO1